(1)
{
  "formula": "C6H8EuO6",
  "method": "the ωB97M-V functional and the def2-TZVPD basis",
  "species": ["O", "C", "O", "O", "C", "H", "H", "C", "H", "H", "O", "C", "C", "O", "O", "C", "H", "H", "H", "H", "Eu"],
  "coordinates": [[-0.859, 2.321, 0.812], [-0.468, 3.430, 1.586], [-0.434, 4.539, 1.113], [-0.204, 2.991, 2.753], [-1.105, 2.442, -0.596], [-1.909, 3.189, -0.721], [-0.203, 2.839, -1.084], [-1.488, 1.123, -1.143], [-2.488, 0.726, -0.961], [-0.866, 0.673, -1.916], [1.458, -1.646, 0.657], [0.172, -1.864, 0.719], [2.044, -2.432, -0.402], [-0.587, -1.235, 1.455], [-0.256, -2.745, -0.137], [0.838, -3.195, -0.969], [2.805, -3.081, 0.040], [2.500, -1.743, -1.120], [0.919, -4.281, -0.864], [0.601, -2.926, -2.002], [-0.469, 0.874, 2.781]],
  "total_charge": 1,
  "e_homo_ev": [-12.2, -13.3],
  "multiplicity": 9,
  "gap_ev": [8.042, 9.144]
}


(2)
{
  "formula": "C19H42BrI2N3O2",
  "method": "the ωB97M-V functional and the def2-TZVPD basis",
  "species": ["C", "C", "I", "C", "I", "N", "C", "C", "C", "Br", "C", "O", "O", "H", "H", "H", "H", "H", "H", "H", "H", "H", "H", "H", "H", "C", "C", "N", "C", "C", "C", "C", "H", "H", "H", "H", "H", "H", "H", "H", "H", "H", "H", "H", "H", "H", "H", "C", "C", "N", "C", "C", "C", "C", "H", "H", "H", "H", "H", "H", "H", "H", "H", "H", "H", "H", "H", "H", "H"],
  "coordinates": [[2.038, 1.146, 0.280], [0.419, 0.978, 0.498], [-0.447, 2.241, 2.060], [0.059, -0.645, 0.663], [-2.073, -0.988, 1.119], [1.020, -1.391, 1.555], [1.206, -2.838, 1.160], [2.503, -3.425, 2.020], [2.096, -4.602, 3.086], [2.317, -4.109, 5.016], [0.751, -1.205, 3.028], [-0.051, -1.945, 3.800], [1.505, -0.121, 3.739], [2.378, 0.697, -0.764], [2.669, 0.690, 1.165], [2.259, 2.318, 0.267], [-0.087, 1.319, -0.526], [0.212, -1.088, -0.435], [0.245, -3.499, 1.251], [1.546, -2.855, 0.017], [3.245, -3.927, 1.230], [3.139, -2.561, 2.528], [1.009, -5.004, 2.829], [2.819, -5.524, 2.892], [2.470, -0.302, 3.465], [-0.321, -6.503, -3.874], [-1.198, -6.737, -2.649], [-1.148, -5.654, -1.661], [-1.774, -6.008, -0.384], [-3.277, -6.275, -0.384], [-1.456, -4.311, -2.152], [-2.820, -4.091, -2.800], [0.722, -6.329, -3.587], [-0.346, -7.386, -4.522], [-0.665, -5.654, -4.471], [-0.846, -7.663, -2.177], [-2.223, -6.929, -2.982], [-1.557, -5.227, 0.357], [-1.272, -6.904, 0.003], [-3.851, -5.350, -0.455], [-3.564, -6.755, 0.560], [-3.583, -6.945, -1.194], [-0.687, -4.025, -2.881], [-1.332, -3.585, -1.340], [-3.098, -4.897, -3.485], [-2.804, -3.161, -3.381], [-3.608, -3.980, -2.051], [1.506, 9.140, -1.119], [0.800, 8.631, 0.133], [-0.308, 7.709, -0.137], [-1.138, 7.443, 1.041], [-0.488, 6.714, 2.214], [0.008, 6.536, -0.951], [1.094, 5.592, -0.442], [0.800, 9.620, -1.804], [2.262, 9.883, -0.842], [2.022, 8.339, -1.654], [0.407, 9.512, 0.657], [1.545, 8.181, 0.799], [-2.035, 6.887, 0.736], [-1.520, 8.404, 1.410], [-0.366, 5.649, 2.010], [-1.132, 6.797, 3.099], [0.486, 7.137, 2.482], [0.302, 6.879, -1.952], [-0.905, 5.955, -1.130], [1.969, 6.123, -0.057], [1.436, 4.950, -1.263], [0.715, 4.928, 0.339]],
  "total_charge": 0,
  "e_homo_ev": -8.1,
  "gap_ev": 8.061
}


(3)
{
  "formula": "C2IN2P",
  "method": "the ωB97M-V functional and the def2-TZVPD basis",
  "species": ["C", "C", "N", "N", "P", "I"],
  "coordinates": [[1.194, -1.607, 0.116], [-2.050, 2.206, -0.003], [0.676, -2.125, -0.774], [-1.059, 1.656, 0.074], [2.003, -0.554, 1.281], [3.753, 0.325, -0.152]],
  "total_charge": 0,
  "de_lowest_ev": 3.918,
  "e_homo_ev": [-10.2, -9.0],
  "gap_ev": [7.931, 4.450]
}


(4)
{
  "formula": "C15H16B2CsF4N5O7S",
  "method": "the ωB97M-V functional and the def2-TZVPD basis",
  "species": ["Cs", "C", "C", "N", "O", "B", "F", "F", "O", "N", "C", "C", "C", "N", "O", "B", "F", "F", "O", "N", "C", "C", "C", "H", "H", "H", "H", "H", "H", "H", "H", "H", "H", "H", "H", "O", "S", "O", "N", "C", "O", "C", "C", "C", "C", "C", "C", "H", "H", "H", "H"],
  "coordinates": [[0.659, -2.002, 0.052], [-1.642, -1.325, 5.643], [-1.340, -1.098, 4.197], [-0.206, -1.220, 3.627], [0.810, -1.567, 4.481], [2.037, -1.792, 3.781], [1.912, -2.574, 2.661], [3.066, -2.065, 4.597], [2.495, -0.240, 3.199], [1.766, 0.235, 2.289], [2.030, 0.894, 1.227], [3.427, 0.966, 0.694], [0.883, 1.497, 0.487], [-0.261, 1.247, 1.004], [-1.291, 1.768, 0.274], [-2.537, 1.715, 0.944], [-2.563, 2.049, 2.255], [-3.572, 2.062, 0.177], [-2.807, -0.081, 1.090], [-2.202, -0.590, 2.055], [-2.425, -0.600, 3.305], [-3.707, -0.071, 3.872], [1.104, 2.283, -0.762], [-0.771, -1.711, 6.160], [-2.467, -2.030, 5.750], [-1.947, -0.389, 6.116], [4.109, 0.390, 1.312], [3.745, 2.011, 0.680], [3.452, 0.609, -0.339], [-4.381, 0.228, 3.075], [-3.493, 0.802, 4.491], [-4.186, -0.824, 4.496], [2.151, 2.520, -0.922], [0.516, 3.199, -0.724], [0.772, 1.701, -1.621], [2.811, 1.034, -3.357], [2.277, -0.286, -3.610], [3.236, -1.332, -3.858], [1.235, -0.691, -2.452], [-0.025, -0.886, -2.924], [-0.979, -1.242, -2.235], [-0.127, -0.604, -4.398], [-1.249, -0.670, -5.206], [-1.103, -0.362, -6.552], [0.138, -0.001, -7.073], [1.265, 0.063, -6.261], [1.094, -0.241, -4.926], [-2.204, -0.951, -4.781], [-1.963, -0.401, -7.209], [0.228, 0.233, -8.126], [2.231, 0.340, -6.659]],
  "total_charge": 0,
  "de_lowest_ev": 0.000,
  "e_homo_ev": [-8.9, -8.9],
  "gap_ev": [6.664, 6.180]
}


| no. | total energy (hartree) |
| --- | --- |
| 1 | -1394.97368 |
| 2 | -4233.10375 |
| 3 | -824.59771 |
| 4 | -2249.27598 |